C24H19ClGeLiO2 as an isolated structure in a non-equilibrium geometry, computed with ωB97M-V with the def2-TZVPD basis set.

The geometry in XYZ format:
```
48
Properties=species:S:1:pos:R:3:nbo_charge:R:1
C -2.232 2.162 -3.011 -0.2040
C -2.580 3.496 -3.276 -0.2116
C 2.604 -1.008 -2.346 -0.2211
Cl 1.947 -5.725 2.631 -0.0373
C 0.476 0.660 2.598 -1.0890
C 0.613 -4.167 0.915 -0.1408
C -1.101 2.819 -0.996 -0.0886
H 1.234 -4.613 0.134 0.2313
C 2.062 -1.495 0.390 -0.2228
H -2.593 1.408 -3.669 0.2141
C 1.712 -0.227 -1.637 -0.2033
C -0.823 -2.859 2.940 -0.3129
C -0.491 4.825 0.873 -0.2178
H 0.502 3.318 1.971 0.2093
C -0.280 2.472 0.167 -0.4127
C -0.049 3.501 1.096 -0.2061
O -2.227 -1.909 1.336 -0.8219
H 1.204 0.524 -2.175 0.2071
C 0.856 -4.393 2.257 -0.1140
H -0.089 1.386 3.057 0.2263
H 0.042 -3.399 -1.536 0.1382
Ge 0.065 0.627 0.688 1.2276
H 2.935 -0.758 -3.346 0.2191
H -3.176 3.731 -4.178 0.2181
H -1.208 0.778 -1.695 0.2058
H 3.867 -2.753 -2.247 0.2148
H -2.464 5.485 -2.608 0.2106
H 1.557 0.873 2.750 0.2347
C -0.426 -3.240 0.578 -0.3168
C -1.524 4.163 -1.200 0.0163
C 1.450 -0.418 -0.237 -0.4464
Li -2.515 -1.087 -0.197 0.9299
H 0.372 -0.326 3.096 0.2507
C -1.248 -2.630 1.609 0.4454
H 1.825 -1.671 1.426 0.2205
C -2.237 4.475 -2.377 -0.2042
O -1.501 -2.195 -1.328 -0.7171
C 3.165 -2.097 -1.660 -0.2197
H 0.570 -3.913 4.288 0.2334
H -1.532 6.206 -0.396 0.2138
C 0.185 -3.727 3.270 -0.1698
H 3.234 -3.206 0.126 0.2061
H -1.438 -2.422 3.679 0.2229
C -1.205 5.169 -0.247 -0.1869
H -0.242 5.618 1.577 0.2157
C 2.855 -2.344 -0.348 -0.1753
C -1.497 1.847 -1.919 -0.2055
C -0.655 -2.958 -0.817 0.4340
```

Summary:
Orbital gap (alpha / beta), eV: 7.2 / 6.6
Total charge: 0
E_LUMO (alpha / beta), eV: 0.078 / -1.106
⟨S²⟩: 0.76
Multiplicity: 2
Highest occupied orbital energy (alpha / beta), eV: -7.2 / -7.8


C23H13F5MnN4Se as an isolated structure in a non-equilibrium geometry, computed with ωB97M-V with the def2-TZVPD basis set.

The geometry in XYZ format:
```
47
Properties=species:S:1:pos:R:3:nbo_charge:R:1
H -2.332 -0.950 3.614 0.2344
C -2.514 3.562 -1.362 -0.2540
Se -2.127 -1.251 -2.161 -0.3035
F -3.636 -2.630 0.209 -0.2986
N -1.058 -0.541 1.202 -0.2845
C -2.043 0.233 1.843 0.0722
H -3.037 5.211 -2.639 0.2163
C 2.566 -2.903 -0.819 -0.2529
C -1.606 2.554 -1.068 0.2516
F -6.765 0.592 1.223 -0.2865
C 1.475 -2.908 1.324 -0.2213
C -3.917 1.967 2.850 -0.1374
H 0.623 3.189 -3.588 0.2135
H -4.072 0.598 4.518 0.2225
N 0.731 -1.434 -0.381 -0.5960
C -3.333 2.264 1.634 -0.2785
C -0.263 3.305 -2.977 -0.1676
H -4.657 2.658 3.258 0.2196
C -5.211 -1.039 0.673 0.2571
C -3.655 -0.678 -1.140 -0.2884
F -3.926 1.372 -2.310 -0.2957
C 2.462 -3.378 0.490 -0.1375
H 3.312 -3.280 -1.510 0.2356
H -3.426 3.656 -0.780 0.2137
C -2.627 -0.050 3.078 -0.1767
H 1.355 -3.268 2.346 0.2428
H 1.708 -1.555 -2.214 0.2104
C -3.584 0.810 3.572 -0.2631
H -1.033 4.982 -4.094 0.2167
H 3.166 -4.123 0.853 0.2281
F -5.869 2.169 -0.742 -0.2999
F -5.677 -1.818 1.650 -0.2908
N -0.383 -1.437 1.781 -0.1922
C -4.159 -1.451 -0.111 0.3170
C -5.315 0.972 -0.552 0.2884
C 1.688 -1.945 -1.214 0.0659
C -0.471 2.460 -1.895 -0.3076
Mn -0.611 0.072 -0.674 1.3355
N -1.709 1.529 -0.098 -0.7595
C -2.299 4.430 -2.436 -0.1780
H -3.595 3.184 1.126 0.2243
C -1.184 4.306 -3.254 -0.2423
H 0.326 1.780 -1.655 0.1489
C 0.596 -1.928 0.874 0.3172
C -4.288 0.539 -1.350 0.3118
C -2.391 1.382 1.087 0.1975
C -5.775 0.177 0.456 0.2718
```

Summary:
Orbital gap (alpha / beta), eV: 5.6 / 5.8
Total charge: 0
E_LUMO (alpha / beta), eV: -1.606 / -1.732
⟨S²⟩: 8.81
Multiplicity: 6
Highest occupied orbital energy (alpha / beta), eV: -7.2 / -7.5


C4H6O2S2 in the gas phase in a non-equilibrium geometry, computed with ωB97M-V with the def2-TZVPD basis set.

The geometry in XYZ format:
```
14
Properties=species:S:1:pos:R:3:nbo_charge:R:1
H 1.239 1.565 0.183 0.2423
O 0.970 -0.283 -2.323 -0.9230
C -1.453 -0.301 -1.313 -0.4838
O 0.601 -2.036 -0.736 -0.9139
S -0.937 1.235 0.854 0.2797
H 2.179 -0.571 1.536 0.2276
C 0.718 0.659 0.475 -0.4860
H -2.813 1.249 -0.724 0.2587
H 0.590 -0.976 1.675 0.2327
H -2.012 -0.604 -2.215 0.2589
C 1.267 -0.150 1.613 -0.6464
H 1.162 0.311 2.538 0.2242
S 0.389 -0.685 -1.111 2.0896
C -1.900 0.587 -0.451 -0.3607
```

Summary:
Structure (SMILES): C[C@@H]1SC=CS1(=O)=O
Orbital gap, eV: 9.8
Total charge: 0
E_LUMO, eV: 0.577
Multiplicity: 1
Highest occupied orbital energy, eV: -9.2


C2HFN2O2 in the gas phase in a non-equilibrium geometry, computed with ωB97M-V with the def2-TZVPD basis set.

The geometry in XYZ format:
```
8
Properties=species:S:1:pos:R:3:nbo_charge:R:1
O 0.754 1.119 0.054 -0.3037
N -0.016 -1.049 0.128 -0.5526
H -1.161 1.651 0.618 0.4044
O -2.310 -0.467 -0.033 -0.5394
N -0.708 1.051 -0.135 -0.3467
F 2.221 -0.461 -0.059 -0.2720
C -1.137 -0.274 -0.041 0.7116
C 0.918 -0.182 0.007 0.8984
```

Summary:
Structure (SMILES): O=c1nc(F)o[nH]1
Orbital gap, eV: 11.5
Total charge: 0
E_LUMO, eV: 0.433
Multiplicity: 1
Highest occupied orbital energy, eV: -11.1


A 3-piece molecular cluster, C32H54FIN6O6PS overall in a non-equilibrium geometry, computed with ωB97M-V with the def2-TZVPD basis set.

The geometry in XYZ format:
```
102
Properties=species:S:1:pos:R:3:mulliken_spin:R:1
H 4.784 1.316 -3.312 0.0000
C 0.049 -5.820 -1.956 -0.0086
C -3.416 4.068 5.579 -0.0195
C -3.641 5.220 4.603 0.0223
N 2.985 4.503 -5.887 0.0000
H -0.764 4.498 6.085 0.0004
C -2.101 -4.917 -1.286 0.0280
H 3.895 2.995 0.480 0.0000
H 4.731 1.504 -6.013 0.0000
C -2.392 5.683 3.839 0.0185
H -2.544 -5.110 -2.265 -0.0149
P 3.090 -2.043 -4.217 0.0000
H 4.968 2.914 -2.238 -0.0001
H 0.345 -6.345 0.675 0.0013
C -0.490 -0.730 0.111 0.0000
C -0.376 3.757 5.391 0.0178
H 0.914 -6.446 -1.744 0.0011
H -1.028 -1.358 -1.807 0.0000
H 2.072 3.695 -2.119 -0.0002
O 0.847 4.192 -5.750 0.0000
H -4.724 -7.949 -0.543 -0.0016
O 4.452 -2.253 -3.708 0.0000
C -2.616 -7.763 0.057 0.0307
H -1.365 -8.038 1.791 0.0043
F -0.252 -2.065 0.244 0.0000
H -3.624 6.099 2.078 0.0012
H 6.664 1.633 -1.432 0.0000
O -0.686 -8.229 -1.062 0.5770
H -1.948 -9.811 0.443 0.0005
C 2.244 -0.669 -3.304 0.0000
H -0.157 -4.678 0.521 0.0030
C 5.424 1.652 0.042 0.0000
H -1.624 -3.937 -1.327 0.0026
C -2.672 2.926 4.894 0.0231
N 2.365 5.734 -5.773 0.0000
C -2.875 6.583 2.702 -0.0051
C -1.499 6.599 4.724 0.0151
H -2.371 -5.189 1.484 0.0008
C -0.691 -0.423 -1.376 0.0001
C -0.520 -5.707 0.471 0.0241
O 6.586 2.064 -0.574 0.0000
S 2.370 1.930 -5.956 0.0000
H 0.410 6.297 -5.594 0.0000
N 1.128 -1.014 -2.731 0.0000
H 0.229 2.539 3.049 0.0029
C 2.049 3.648 -5.861 0.0000
C 4.129 0.830 -4.023 0.0002
H 0.564 4.132 4.983 -0.0083
H -2.046 6.893 2.064 -0.0028
H -0.511 6.185 4.906 -0.0115
H -1.309 7.556 4.238 0.0000
C -0.697 2.223 3.536 -0.0300
H -4.399 4.898 3.881 0.0028
H -4.073 6.069 5.133 0.0028
H -4.440 -6.631 0.587 0.0001
H 3.020 3.260 -3.493 0.0001
H 0.416 -0.216 0.436 0.0001
H 0.392 -4.784 -1.950 0.0003
C 2.228 1.586 -2.563 0.0001
N -1.649 -7.367 -1.011 0.3424
H -1.324 -0.389 0.714 0.0000
H -2.471 2.132 5.615 0.0003
N 0.567 -0.034 -2.040 0.0001
C -1.360 3.389 4.263 0.0276
H -0.449 1.436 4.248 -0.0005
H 4.156 4.150 -1.383 0.0000
H -2.968 -7.455 2.164 0.0028
C -1.063 -5.998 -0.927 0.0056
C -2.143 -7.344 1.458 0.0249
H 3.020 -1.742 -5.595 0.0000
O 5.449 0.817 0.918 0.0000
H 4.642 -0.075 -4.326 0.0000
C 4.028 1.797 -5.246 0.0000
C 1.051 1.188 -1.916 0.0003
H -3.319 2.487 4.128 0.0038
H -4.380 3.707 5.941 0.0023
C 2.782 2.963 -2.478 -0.0002
O -2.102 4.091 2.232 0.5496
C -2.828 -9.275 0.093 -0.0059
C 4.095 2.298 -0.330 -0.0001
H -0.306 -6.053 -2.962 -0.0036
H 4.356 2.782 -4.934 0.0000
H -3.093 -9.660 -0.892 -0.0032
H 2.317 -3.204 -4.021 0.0000
C 2.848 0.583 -3.295 0.0001
H 3.346 1.515 -0.269 0.0000
H -2.872 4.415 6.461 -0.0002
H -2.908 -4.825 -0.561 0.0019
C 1.138 5.522 -5.701 0.0000
C 4.082 3.101 -1.647 0.0000
I 0.069 2.618 -0.710 -0.0002
H -3.331 7.478 3.123 0.0008
C -4.018 -7.168 -0.264 0.0136
N -1.578 4.537 3.329 0.3810
H -1.485 0.288 -1.561 -0.0002
H -1.957 6.807 5.692 0.0000
H -1.116 -5.792 2.537 0.0019
C -1.571 -5.932 1.555 -0.0220
H -4.009 -6.491 -1.114 -0.0078
H -3.644 -9.507 0.778 0.0008
H -1.351 1.780 2.783 0.0054
H -0.148 2.873 5.986 0.0003
```

Summary:
Orbital gap (alpha / beta), eV: 5.2 / 6.1
Total charge: +1
E_LUMO (alpha / beta), eV: -4.789 / -4.789
⟨S²⟩: 2.01
Multiplicity: 3
Highest occupied orbital energy (alpha / beta), eV: -10.0 / -10.9


CHO3PS in the gas phase in a non-equilibrium geometry, computed with ωB97M-V with the def2-TZVPD basis set.

The geometry in XYZ format:
```
7
Properties=species:S:1:pos:R:3:nbo_charge:R:1
O -0.028 0.000 -0.793 -0.2925
O -0.717 0.821 1.250 -0.5522
S 2.037 -1.071 1.702 -0.2834
O -0.408 1.198 -1.517 -0.4095
C -0.271 -0.038 0.509 0.4933
H -0.937 0.843 -2.256 0.4713
P 0.325 -1.754 1.105 0.5730
```

Summary:
Structure (SMILES): O=C(OO)P=S
Orbital gap, eV: 7.3
Total charge: 0
E_LUMO, eV: -1.934
Multiplicity: 1
Highest occupied orbital energy, eV: -9.2


C8H14NO2 as an isolated structure in a non-equilibrium geometry, computed with ωB97M-V with the def2-TZVPD basis set.

The geometry in XYZ format:
```
25
Properties=species:S:1:pos:R:3:nbo_charge:R:1
H 1.760 0.122 -0.447 0.4427
H 1.900 2.578 -0.510 0.2444
H 0.457 2.571 0.523 0.2647
H -0.472 1.602 -1.660 0.2611
H 1.365 -0.694 2.011 0.2454
O -1.440 1.039 0.514 -0.5397
H 1.986 1.861 1.100 0.2393
H 1.152 1.395 -2.345 0.2422
H 0.477 0.785 2.455 0.2624
C 0.159 -2.470 -0.303 -0.6570
H -0.337 -0.771 2.475 0.2768
C -2.443 0.296 0.028 0.7304
C 0.407 -0.175 1.948 -0.6963
H 0.415 -2.917 0.659 0.2481
N 0.927 0.719 -0.355 -0.3991
C -0.651 -1.236 -0.100 -0.0465
H -2.630 -1.803 -0.726 0.2568
H 0.075 -0.003 -2.167 0.2459
C -1.953 -1.068 -0.329 -0.2439
C -0.009 -0.033 0.518 0.5051
C 1.346 2.011 0.234 -0.4285
H 1.089 -2.271 -0.835 0.2139
O -3.548 0.721 -0.106 -0.5017
H -0.420 -3.196 -0.863 0.2610
C 0.388 0.938 -1.718 -0.4277
```

Summary:
Orbital gap, eV: 10.4
Total charge: +1
E_LUMO, eV: -3.463
Multiplicity: 1
Highest occupied orbital energy, eV: -13.8


C18H18ClN3O5 in the gas phase in a non-equilibrium geometry, computed with ωB97M-V with the def2-TZVPD basis set.

The geometry in XYZ format:
```
45
Properties=species:S:1:pos:R:3:nbo_charge:R:1
C 1.770 -0.892 0.570 -0.2499
H 7.628 2.018 -1.051 0.2132
C -5.305 1.084 -1.490 -0.1277
Cl -6.662 -1.978 0.676 -0.0138
C 6.104 1.880 0.468 -0.2139
O -1.867 -0.031 -0.591 -0.6170
H 6.035 1.936 1.562 0.1900
C -5.407 -0.175 -0.913 -0.0831
C -4.340 -1.216 -1.137 -0.2484
H 1.406 0.955 1.598 0.2353
H 6.274 0.005 -0.503 0.4366
H -6.172 3.023 -1.727 0.2178
N -3.537 -1.410 0.054 -0.6093
H -8.114 2.520 -0.283 0.2189
H 8.174 1.276 0.457 0.2127
H -8.314 0.299 0.775 0.2273
C -2.371 -0.761 0.230 0.6628
C 0.403 -1.424 0.724 0.8011
C 4.008 -1.171 -0.306 -0.0220
C 7.550 2.059 0.033 -0.6120
H -3.661 -0.888 -1.926 0.2434
C -6.501 -0.429 -0.091 -0.0232
O 4.502 -3.109 -1.371 -0.3743
H -3.941 -1.954 0.800 0.4043
N 5.625 0.599 0.009 -0.5675
C -7.357 1.772 -0.458 -0.1987
H -4.792 -2.173 -1.413 0.2195
N 4.900 -2.021 -1.006 0.5214
H -4.451 1.301 -2.114 0.2169
O -0.352 -0.665 1.546 -0.4977
C 2.140 0.366 1.071 -0.0812
C -1.714 -1.034 1.595 -0.1688
C -7.475 0.528 0.136 -0.2291
H -1.812 -2.094 1.854 0.2090
C 2.709 -1.639 -0.113 -0.0885
C -6.270 2.051 -1.269 -0.2265
H -2.172 -0.407 2.363 0.2152
H 3.666 1.818 1.272 0.2221
C 3.406 0.847 0.884 -0.3086
H 2.437 -2.607 -0.508 0.2675
H 5.487 2.682 0.046 0.1909
O 6.050 -1.636 -1.218 -0.4360
O -0.007 -2.433 0.206 -0.5975
C 4.394 0.109 0.189 0.2475
H 7.925 3.022 0.370 0.2214
```

Summary:
Structure (SMILES): CCNc1ccc(C(=O)OCC(=O)NCc2ccccc2Cl)cc1[N+](=O)[O-]
Orbital gap, eV: 8.1
Total charge: 0
E_LUMO, eV: -0.356
Multiplicity: 1
Highest occupied orbital energy, eV: -8.4


| no. | E (eV) |
| --- | --- |
| 1 | -98534.7557 |
| 2 | -140274.9812 |
| 3 | -30008.0398 |
| 4 | -11880.8845 |
| 5 | -86215.0076 |
| 6 | -27316.1630 |
| 7 | -14100.4671 |
| 8 | -46187.1013 |